The following is a quantum chemistry calculation of a molecular structure, C3H5N5 in a non-equilibrium geometry, from OMol25.

Geometry as ORCA input:
```
! wB97M-V def2-TZVPD RIJCOSX def2/J DEFGRID3
* xyz 0 1
C 0.52779 0.58509 -0.18300
C 2.01266 -0.93935 -0.04769
C -1.32894 -0.96558 -0.07543
H -0.93081 1.81406 0.45393
H 0.72479 2.61113 0.51680
H 2.85250 -1.52321 -0.03754
H -1.10363 -2.05700 0.53474
H -2.69354 0.70757 -0.24470
N -0.05797 1.95437 -0.30123
N 1.92429 0.43889 -0.01934
N 0.76560 -1.65418 -0.24996
N -0.13633 -0.52301 -0.28183
N -2.55640 -0.44877 -0.06475
*
```

HOMO-LUMO gap (eV): 9.80
Highest occupied orbital energy (eV): -9.743
Relative energy (zero: lowest compared OMol25 entry of this formula, charge and spin) (eV): 5.286
DFT total energy (eV): -10637.588